{"formula": "C54H134Hg2N12O16", "method": "the ωB97M-V functional and the def2-TZVPD basis", "symbols": ["Hg", "Hg", "C", "C", "C", "O", "C", "C", "C", "O", "O", "O", "H", "H", "C", "C", "C", "O", "C", "N", "H", "H", "H", "H", "H", "H", "H", "H", "H", "H", "H", "C", "C", "C", "O", "C", "N", "H", "H", "H", "H", "H", "H", "H", "H", "H", "H", "H", "C", "C", "C", "O", "C", "N", "H", "H", "H", "H", "H", "H", "H", "H", "H", "H", "H", "C", "C", "C", "O", "C", "N", "H", "H", "H", "H", "H", "H", "H", "H", "H", "H", "H", "C", "C", "C", "O", "C", "N", "H", "H", "H", "H", "H", "H", "H", "H", "H", "H", "H", "C", "C", "C", "O", "C", "N", "H", "H", "H", "H", "H", "H", "H", "H", "H", "H", "H", "C", "C", "C", "O", "C", "N", "H", "H", "H", "H", "H", "H", "H", "H", "H", "H", "H", "C", "C", "C", "O", "C", "N", "H", "H", "H", "H", "H", "H", "H", "H", "H", "H", "H", "C", "C", "C", "O", "C", "N", "H", "H", "H", "H", "H", "H", "H", "H", "H", "H", "H", "C", "C", "C", "O", "C", "N", "H", "H", "H", "H", "H", "H", "H", "H", "H", "H", "H", "C", "C", "C", "O", "C", "N", "H", "H", "H", "H", "H", "H", "H", "H", "H", "H", "H", "C", "C", "C", "O", "C", "N", "H", "H", "H", "H", "H", "H", "H", "H", "H", "H", "H"], "xyz": [[1.42, -4.58, -1.28], [2.88, 2.87, -1.82], [0.74, 0.31, 1.38], [1.11, 1.18, 0.21], [0.88, 0.63, -1.22], [1.13, 1.42, -2.19], [0.53, -0.73, -1.44], [0.17, -1.48, -0.35], [0.18, -0.90, 1.04], [-0.18, -1.63, 2.06], [-0.25, -2.68, -0.69], [1.74, 2.26, 0.28], [0.72, 0.69, 2.39], [0.47, -1.06, -2.47], [-3.22, 3.99, -0.74], [-2.33, 2.75, -0.70], [-3.11, 1.30, -0.66], [-3.82, 1.04, 0.56], [-3.14, 1.26, 1.75], [-1.54, 2.84, -1.89], [-4.02, 3.83, -1.46], [-2.66, 4.92, -0.88], [-3.82, 4.17, 0.15], [-1.67, 2.89, 0.16], [-2.41, 0.47, -0.83], [-3.84, 1.16, -1.46], [-3.76, 0.94, 2.59], [-2.98, 2.32, 1.91], [-2.16, 0.78, 1.83], [-2.13, 3.10, -2.67], [-1.13, 1.93, -1.99], [5.64, 4.73, 1.56], [5.17, 3.44, 0.86], [4.71, 2.27, 1.80], [3.97, 2.68, 3.01], [3.53, 1.62, 3.81], [4.07, 3.83, -0.01], [5.86, 5.57, 0.91], [6.51, 4.43, 2.15], [4.84, 5.02, 2.24], [5.87, 3.05, 0.12], [5.62, 1.73, 2.06], [4.14, 1.50, 1.27], [2.69, 1.08, 3.40], [3.22, 1.96, 4.80], [4.35, 0.93, 4.00], [4.06, 4.84, -0.11], [3.24, 3.70, 0.56], [-0.23, 1.18, 6.39], [-0.11, -0.23, 5.80], [-1.35, -0.70, 5.04], [-2.61, -0.70, 5.78], [-3.76, -0.73, 4.92], [1.09, -0.36, 5.04], [0.68, 1.54, 6.87], [-1.03, 1.10, 7.13], [-0.62, 1.86, 5.63], [-0.05, -0.91, 6.65], [-1.07, -1.69, 4.70], [-1.40, -0.06, 4.16], [-4.12, 0.25, 4.64], [-4.63, -1.13, 5.43], [-3.49, -1.39, 4.08], [0.96, -1.03, 4.29], [1.38, 0.43, 4.48], [-2.26, -6.11, -2.22], [-1.05, -6.17, -3.16], [-1.44, -6.25, -4.64], [-0.35, -6.15, -5.55], [-0.82, -6.44, -6.90], [-0.23, -5.00, -2.94], [-3.00, -6.89, -2.40], [-2.77, -5.15, -2.21], [-1.94, -6.42, -1.23], [-0.56, -7.07, -2.79], [-2.22, -5.52, -4.88], [-1.97, -7.19, -4.78], [-1.16, -7.46, -7.09], [-0.02, -6.18, -7.59], [-1.65, -5.83, -7.23], [0.48, -4.92, -3.65], [-0.90, -4.27, -3.14], [-3.44, -2.45, -4.98], [-2.86, -1.89, -3.70], [-3.80, -2.06, -2.50], [-5.10, -1.46, -2.79], [-5.91, -1.22, -1.59], [-1.54, -2.45, -3.47], [-3.61, -3.53, -4.90], [-2.77, -2.31, -5.83], [-4.40, -1.98, -5.16], [-2.62, -0.86, -3.94], [-3.31, -1.63, -1.63], [-4.09, -3.10, -2.31], [-5.41, -0.58, -0.87], [-6.11, -2.20, -1.15], [-6.90, -0.76, -1.71], [-1.19, -2.14, -2.57], [-0.89, -1.95, -4.07], [-1.02, 4.50, -7.08], [-1.39, 3.87, -5.72], [-2.44, 2.76, -5.86], [-2.74, 2.18, -4.55], [-4.04, 1.61, -4.48], [-0.19, 3.25, -5.09], [-0.36, 5.36, -7.02], [-1.87, 4.81, -7.70], [-0.55, 3.82, -7.79], [-1.76, 4.58, -4.98], [-2.05, 1.92, -6.44], [-3.34, 3.21, -6.26], [-4.34, 1.24, -5.46], [-4.83, 2.31, -4.20], [-4.00, 0.74, -3.83], [0.06, 2.50, -5.72], [-0.49, 2.71, -4.29], [-3.53, -4.15, 3.68], [-3.30, -4.38, 2.18], [-4.54, -5.01, 1.44], [-4.60, -6.42, 1.66], [-5.57, -7.20, 0.93], [-2.96, -3.04, 1.64], [-3.69, -5.11, 4.17], [-4.48, -3.67, 3.90], [-2.69, -3.61, 4.11], [-2.38, -4.92, 1.99], [-4.40, -4.79, 0.39], [-5.53, -4.61, 1.67], [-5.54, -8.24, 1.27], [-5.36, -7.25, -0.13], [-6.56, -6.80, 1.15], [-2.66, -3.07, 0.67], [-2.08, -2.71, 1.99], [-1.45, 4.51, 7.13], [-1.68, 5.29, 5.85], [-1.44, 4.59, 4.54], [-0.13, 4.06, 4.49], [0.09, 3.44, 3.24], [-3.00, 5.88, 5.85], [-2.16, 3.69, 7.22], [-1.46, 5.20, 7.97], [-0.44, 4.11, 7.13], [-0.99, 6.12, 5.94], [-1.62, 5.36, 3.80], [-2.14, 3.75, 4.49], [-0.17, 4.10, 2.41], [-0.41, 2.49, 3.00], [1.17, 3.30, 3.19], [-2.91, 6.53, 6.61], [-3.52, 5.13, 6.28], [0.49, 5.15, 0.19], [0.74, 5.67, -1.20], [1.83, 6.72, -1.29], [3.19, 6.39, -0.78], [4.17, 7.33, -1.14], [0.99, 4.50, -2.05], [-0.22, 4.33, 0.16], [0.17, 5.96, 0.85], [1.41, 4.73, 0.59], [-0.18, 6.15, -1.55], [1.51, 7.57, -0.69], [1.95, 7.09, -2.31], [5.13, 6.91, -0.83], [3.91, 8.36, -0.93], [4.26, 7.34, -2.23], [0.69, 4.77, -2.98], [0.22, 3.86, -1.89], [2.72, 5.07, -4.90], [3.47, 3.71, -4.91], [4.85, 3.74, -4.34], [4.88, 3.99, -2.89], [6.20, 4.33, -2.46], [2.66, 2.74, -4.19], [1.77, 5.09, -5.44], [3.33, 5.92, -5.22], [2.45, 5.35, -3.88], [3.56, 3.45, -5.96], [5.40, 4.53, -4.85], [5.25, 2.78, -4.67], [6.68, 5.09, -3.08], [6.87, 3.48, -2.39], [6.15, 4.75, -1.45], [1.77, 2.70, -4.67], [3.10, 1.89, -4.50], [0.66, -4.95, 3.13], [1.07, -5.49, 1.77], [-0.09, -6.00, 0.92], [0.44, -6.56, -0.30], [0.50, -7.97, -0.39], [1.67, -4.40, 1.10], [1.49, -4.45, 3.62], [0.35, -5.74, 3.81], [-0.19, -4.26, 3.05], [1.78, -6.31, 1.87], [-0.77, -5.17, 0.75], [-0.72, -6.74, 1.41], [0.97, -8.26, -1.33], [-0.52, -8.34, -0.39], [1.02, -8.51, 0.40], [2.65, -4.29, 1.35], [1.32, -3.51, 1.41], [4.75, -4.65, 4.66], [4.85, -4.95, 3.19], [4.72, -3.72, 2.30], [3.62, -2.94, 2.80], [3.47, -1.68, 2.16], [6.10, -5.66, 2.92], [3.78, -4.20, 4.87], [5.48, -3.90, 4.98], [4.87, -5.54, 5.28], [4.09, -5.70, 2.99], [4.78, -3.82, 1.22], [5.64, -3.14, 2.38], [2.94, -0.99, 2.82], [2.80, -1.79, 1.31], [4.39, -1.13, 1.93], [6.79, -4.94, 3.07], [6.27, -5.88, 1.95]], "total_charge": 3, "e_homo_ev": [-13.81, -13.81], "multiplicity": 2, "s_squared": 0.7950, "total_energy_ha": -4304.35338}